The following is a DFT calculation (wB97M-V/def2-TZVPD) of an isolated molecule of C4H8S in a non-equilibrium geometry.

XYZ file:
```
13
Properties=species:S:1:pos:R:3:forces:R:3
C -0.6971 -1.3599 -0.4699 -1.787 -1.160 3.283
C 0.4721 -0.4735 -0.3454 1.785 -0.754 -0.600
C 0.5324 0.4830 0.7794 -1.040 -0.112 0.337
C -0.0699 1.7611 0.3472 0.809 -0.160 -0.916
H -1.6654 -0.8237 -0.4190 0.478 -0.191 -0.269
H -0.6007 -1.8939 -1.3368 -0.158 -1.064 -2.652
H -0.7930 -2.2283 0.2740 0.354 1.421 -0.362
H 1.4354 -1.0433 -0.2602 -0.896 0.196 -0.931
H 0.3887 0.1888 -1.1967 1.016 -0.446 -0.790
H 1.5441 0.6523 0.9937 1.581 0.414 0.483
H 0.0869 0.0006 1.6483 -0.262 0.617 0.358
H -0.7790 2.1115 0.9777 -2.219 1.333 2.142
S 0.1455 2.6252 -0.9923 0.338 -0.093 -0.082
```
Positions in Å, forces in eV/Å.

Properties
**F_max**: 3.91 eV/A
**ΔE to the lowest compared entry with this formula, charge and spin**: 1.021 eV
**SMILES string**: CCCC=S
**LUMO**: -0.1 eV
**Highest occupied orbital energy**: -8.71 eV

The following is a DFT calculation (wB97M-V/def2-TZVPD) of an isolated molecule of C4H8S in a non-equilibrium geometry.

XYZ file:
```
13
Properties=species:S:1:pos:R:3:forces:R:3
C -0.4627 -0.5386 -0.1163 -0.198 -0.500 -0.469
C 0.2809 0.5584 0.6130 1.789 -0.453 -0.955
C -0.0661 -2.0140 -0.2780 -0.563 -0.773 0.702
C 0.2904 1.9334 -0.0353 -2.128 1.270 0.563
S -1.2511 0.1097 1.3491 -0.860 -0.368 0.776
H -0.8619 -0.1960 -1.0722 -0.211 0.207 0.284
H 1.2843 0.3086 1.0763 -1.506 0.026 -0.153
H 0.8149 -1.8897 -0.9336 0.014 -1.002 0.510
H -0.8476 -2.6432 -0.8489 1.032 1.338 0.771
H 0.0724 -2.6039 0.7196 0.317 1.348 -1.803
H 1.2768 2.2960 -0.2361 0.657 0.070 -0.330
H -0.1673 2.6540 0.7367 0.712 -0.822 -1.244
H -0.3630 2.0254 -0.9743 0.945 -0.343 1.349
```
Positions in Å, forces in eV/Å.

Properties
**F_max**: 2.54 eV/A
**ΔE to the lowest compared entry with this formula, charge and spin**: 0.536 eV
**SMILES string**: C[C@H]1S[C@@H]1C
**LUMO**: 1.1 eV
**Highest occupied orbital energy**: -8.70 eV